[1]
# C44H55F6I2N8O4PRbS2Si

A molecular structure, C44H55F6I2N8O4PRbS2Si at a distorted geometry (wB97M-V/def2-TZVPD, the OMol25 dataset).

The geometry in XYZ format:
```
124
Properties=species:S:1:pos:R:3:forces:R:3
Rb -0.672073 -0.461090 -0.893088 0.19 0.03 0.50
C -0.192787 3.755355 -4.403779 0.08 -0.09 -0.01
N 0.978111 2.939916 -4.097862 0.02 0.11 -0.08
C 2.057343 2.937654 -5.078789 -0.07 -0.05 0.12
C 1.013298 2.195688 -2.979956 -0.21 0.01 0.04
O 0.081554 2.114002 -2.177388 0.22 -0.08 -0.10
C 2.323825 1.465437 -2.721817 -0.03 -0.11 0.16
O 2.302256 0.626597 -1.598879 -0.14 0.11 -0.01
C 2.360009 1.281311 -0.327251 -0.02 -0.05 -0.22
C 2.768944 0.156117 0.605384 -0.01 -0.25 -0.04
O 1.985656 -0.784309 0.743568 0.12 0.41 0.11
N 3.990432 0.170622 1.195929 -0.01 -0.03 0.04
C 5.026485 1.169139 0.978544 -0.07 -0.05 0.02
C 4.419951 -0.996133 1.954641 -0.07 0.09 -0.03
H -0.875207 3.221992 -5.067674 0.00 -0.01 0.01
H 0.136146 4.680616 -4.876337 0.01 -0.01 -0.01
H -0.714961 3.997844 -3.485584 0.01 0.03 0.04
H 1.666469 3.322737 -6.016982 -0.01 0.00 0.00
H 2.426509 1.930280 -5.269295 -0.05 0.00 -0.01
H 2.895089 3.568693 -4.768179 -0.01 0.01 0.00
H 3.132479 2.204995 -2.644261 0.06 0.02 -0.02
H 2.526555 0.809675 -3.565212 0.04 -0.01 -0.03
H 1.379711 1.658621 -0.017312 -0.03 0.06 0.04
H 3.058009 2.117477 -0.369131 0.05 0.02 -0.05
H 4.610972 2.147395 0.765415 -0.01 0.01 0.03
H 5.695284 0.879376 0.162307 0.00 -0.01 0.00
H 5.620827 1.255080 1.888318 -0.02 0.00 0.00
H 3.635318 -1.743359 1.930002 -0.04 -0.02 -0.01
H 4.626366 -0.717519 2.990589 0.03 0.01 -0.01
H 5.327655 -1.412997 1.513277 0.01 0.00 0.00
C 1.074660 -4.915848 -0.344028 -0.07 -0.08 0.07
C 0.134729 -5.928365 -0.379019 -0.04 -0.06 0.00
C -1.198309 -5.625893 -0.139778 0.02 -0.12 -0.04
C -1.553549 -4.311738 0.133965 -0.01 0.09 0.03
N -0.649917 -3.331758 0.147590 0.16 0.09 0.05
C 0.623830 -3.631191 -0.087078 0.09 0.07 0.13
C -2.956900 -3.903638 0.462869 0.07 0.01 -0.04
C -3.945580 -4.837842 0.763163 -0.04 -0.04 -0.01
C -5.208503 -4.381614 1.092276 -0.03 -0.03 -0.02
C -5.447114 -3.019918 1.141113 -0.09 -0.03 0.01
C -4.401464 -2.152476 0.840661 0.04 0.08 -0.03
N -3.194746 -2.594913 0.499611 -0.04 0.05 -0.07
C -4.566773 -0.666218 0.945530 0.21 -0.05 -0.01
C -5.822976 -0.078644 1.047630 -0.13 0.00 -0.01
C -5.915852 1.285930 1.251519 -0.09 0.03 0.03
C -4.757123 2.037462 1.319617 -0.03 0.00 0.03
C -3.547301 1.385442 1.147665 -0.03 -0.10 -0.03
N -3.446104 0.061137 0.980907 0.05 0.29 0.14
H 2.120551 -5.102733 -0.537987 -0.04 0.03 -0.04
H 0.429573 -6.944885 -0.610814 -0.02 0.04 0.01
H -1.942607 -6.408930 -0.188774 0.01 0.02 0.01
H 1.322310 -2.801299 -0.045605 -0.02 -0.05 -0.06
H -3.737405 -5.897762 0.750689 0.01 0.01 -0.01
H -6.001930 -5.083555 1.319515 0.03 0.02 0.01
H -6.423901 -2.650775 1.420909 0.06 -0.01 0.02
H -6.723546 -0.670190 0.958679 0.04 0.00 0.02
H -6.886869 1.759444 1.340236 0.04 -0.03 -0.01
H -4.785865 3.107837 1.477825 0.04 -0.03 -0.05
H -2.611695 1.944379 1.144455 -0.06 -0.14 -0.04
I -2.648733 2.363600 -2.122720 -0.46 0.23 -0.10
I -5.281986 2.918381 -2.162170 0.17 -0.09 -0.05
C 1.169445 4.437102 2.153898 -0.06 -0.13 0.17
Si -0.398814 3.810157 1.280804 0.20 0.42 -0.30
C -1.901887 4.421874 2.288749 -0.03 -0.22 0.17
C -0.432629 4.866043 -0.282663 -0.03 -0.12 -0.08
O -0.391814 2.234285 1.029043 -0.09 -0.47 0.34
H 1.023287 5.451377 2.546615 0.06 -0.10 -0.07
H 2.010528 4.465618 1.450975 -0.07 -0.01 0.05
H 1.454491 3.787038 2.987061 0.05 0.05 0.01
H -1.623463 5.173239 3.037506 -0.04 -0.04 -0.09
H -2.399767 3.593223 2.812868 0.03 0.14 -0.02
H -2.646726 4.877082 1.626123 0.06 -0.05 0.05
H -0.360285 5.931569 -0.032954 0.00 -0.09 -0.03
H -1.358977 4.698784 -0.842847 0.16 0.11 0.03
H 0.409900 4.597093 -0.932758 -0.11 0.08 0.04
F -1.476050 -1.129521 -3.124064 -0.28 -0.15 -0.76
P -0.942870 -0.862204 -4.645488 0.30 -0.01 -0.25
F 0.562147 -0.581415 -4.027082 -0.05 0.01 0.04
F -0.561659 -2.416839 -4.781188 -0.02 -0.13 -0.01
F -2.404434 -1.122228 -5.215695 -0.10 -0.01 -0.05
F -0.363832 -0.597146 -6.141513 -0.02 0.03 0.03
F -1.241237 0.711613 -4.490534 -0.10 0.08 0.00
C 2.709962 -0.991261 -6.672986 -0.13 -0.03 -0.02
C 3.035024 -1.613550 -5.357344 -0.01 -0.02 -0.15
C 3.980849 -1.144606 -4.497932 0.12 0.06 0.09
C 4.133864 -1.814704 -3.262066 -0.09 -0.19 0.03
N 3.477202 -2.907801 -2.952748 -0.10 0.06 -0.08
C 2.567243 -3.426138 -3.837307 0.19 -0.09 0.16
S 1.755168 -4.851857 -3.583928 0.09 0.11 -0.15
N 2.352034 -2.719399 -5.005544 0.01 0.12 0.10
C 5.062950 -1.263152 -2.220206 -0.02 -0.03 0.01
H 3.386477 -0.166496 -6.887391 0.02 -0.02 0.02
H 1.680451 -0.627600 -6.662596 0.05 0.00 0.02
H 2.787515 -1.731708 -7.471629 0.04 0.02 0.01
H 4.575186 -0.276770 -4.746740 -0.01 -0.02 -0.01
H 1.558749 -3.017119 -5.558132 -0.03 -0.08 -0.01
H 5.882048 -0.698973 -2.668696 -0.02 -0.01 0.01
H 5.455954 -2.073446 -1.607933 -0.01 0.02 -0.02
H 4.484201 -0.593441 -1.576878 0.03 -0.02 -0.04
N -0.480940 -0.272488 2.131694 0.16 -0.87 -0.59
S -1.335822 0.612290 3.181550 -0.40 0.42 0.38
C -0.102049 1.096476 4.388351 0.14 -0.10 -0.32
C -0.134908 2.383551 4.889968 -0.04 0.04 0.00
C 0.843642 2.757127 5.801296 0.04 -0.01 0.06
C 1.831124 1.855603 6.171726 -0.05 -0.04 -0.05
C 1.847250 0.565750 5.645476 -0.01 0.06 0.04
C 0.874042 0.172965 4.744123 0.01 -0.02 0.01
C -2.154079 -0.699854 4.083432 0.10 -0.16 -0.03
C -2.257038 -1.954534 3.500936 0.09 0.09 -0.06
C -2.892419 -2.962331 4.213789 -0.06 0.01 0.07
C -3.413390 -2.706773 5.474891 0.02 0.06 -0.01
C -3.327530 -1.432068 6.026678 -0.05 -0.07 -0.01
C -2.700746 -0.415475 5.326604 0.03 0.12 -0.01
H -0.176704 0.346193 1.358985 0.13 0.84 0.86
H -0.898496 3.082489 4.574614 0.02 0.01 -0.07
H 0.837917 3.759205 6.208842 0.01 -0.01 0.00
H 2.596789 2.157524 6.874490 -0.01 0.00 0.00
H 2.616961 -0.134488 5.941636 0.01 0.01 0.00
H 0.864488 -0.824704 4.318372 0.01 0.08 0.03
H -1.845120 -2.129135 2.512218 -0.03 -0.02 0.11
H -2.978957 -3.949576 3.776960 0.01 0.02 -0.01
H -3.889140 -3.501905 6.034390 -0.02 0.01 -0.02
H -3.746737 -1.230772 7.003993 0.01 -0.01 -0.02
H -2.627450 0.581596 5.750520 0.02 -0.08 -0.01
```
Forces are in eV/Å.

- HOMO-LUMO gap (alpha / beta): 0.2540 / 0.1767 hartree
- Expectation value of S²: 0.7560
- HOMO (alpha / beta): -7.32 / -7.32 eV
- Spin multiplicity: 2
- ΔE to the lowest compared entry with this formula, charge and spin: 0.359 eV


[2]
# C44H58Br2N5O9S2SiTi

A molecular structure, C44H58Br2N5O9S2SiTi at a distorted geometry (wB97M-V/def2-TZVPD, the OMol25 dataset).

The geometry in XYZ format:
```
122
Properties=species:S:1:pos:R:3:forces:R:3
Ti 0.026457 1.134891 -0.492892 0.54 0.50 0.68
C -6.144559 4.377312 1.208153 0.00 0.00 0.00
C -5.107911 3.934141 0.212865 0.02 0.02 0.02
C -5.441116 3.110939 -0.857939 -0.02 -0.04 -0.03
C -4.485230 2.711932 -1.784927 -0.02 -0.07 0.08
C -3.176653 3.128491 -1.621887 -0.06 0.02 -0.12
C -2.821933 3.968655 -0.575044 0.07 0.09 -0.04
C -3.784052 4.364334 0.336695 -0.02 -0.02 0.00
S -1.933866 2.601257 -2.811245 0.04 -0.04 0.43
O 1.218465 2.472286 -3.577934 0.06 -0.02 -0.12
O -2.673459 1.951864 -3.897342 0.14 0.04 -0.02
N -1.292666 1.315438 -1.799712 -0.12 -0.22 -0.64
C -1.861234 -0.002535 -2.187594 -0.08 0.10 0.08
C -1.626822 -0.973403 -1.046322 0.02 0.11 0.03
O -2.253929 -1.967208 -0.854424 -0.04 -0.13 -0.01
O -0.631548 -0.548250 -0.240384 -0.13 -0.53 -0.08
H -7.132194 4.003218 0.944933 0.01 0.00 0.00
H -6.195382 5.465852 1.257354 0.00 -0.01 -0.01
H -5.904357 4.018348 2.211102 0.00 0.00 -0.01
H -6.467506 2.785885 -0.979489 0.01 0.01 0.00
H -4.742231 2.083586 -2.629231 -0.01 0.04 -0.01
H -1.803786 4.330005 -0.473013 0.05 0.00 -0.03
H -3.513242 5.034602 1.145708 -0.01 0.00 -0.01
H -1.364603 -0.391564 -3.080007 -0.01 0.04 -0.03
H -2.922642 0.067380 -2.414047 -0.07 -0.04 0.02
C -0.545095 -1.598711 6.160244 0.00 0.00 0.00
C 0.035572 -1.902846 4.807980 -0.01 -0.01 0.00
C 0.398010 -3.190368 4.425177 -0.01 -0.01 0.00
C 0.911637 -3.420519 3.161841 -0.02 -0.01 0.00
C 1.041242 -2.328283 2.317863 0.01 0.00 -0.05
Br 1.751139 -2.614302 0.573297 0.06 -0.01 0.09
N 0.716128 -1.097139 2.641792 -0.01 -0.04 0.05
C 0.225601 -0.900073 3.867263 0.01 0.01 0.01
H -0.394335 -2.429363 6.847737 0.01 0.01 0.00
H -1.618995 -1.416284 6.091090 0.00 -0.01 0.00
H -0.086892 -0.710552 6.596490 -0.01 0.00 0.00
H 0.279963 -4.015817 5.117135 0.00 0.01 -0.01
H 1.202309 -4.408191 2.835373 0.00 0.01 0.01
H -0.028010 0.128796 4.115956 0.00 -0.03 0.01
C -2.626876 1.174626 1.202827 -0.01 0.00 -0.05
O -1.330910 1.823186 1.065186 0.09 0.20 0.00
C -0.756688 2.386543 2.194983 -0.07 -0.03 0.05
C -1.434367 3.118597 3.145285 -0.01 -0.02 -0.01
C -0.705575 3.654835 4.203005 0.02 0.00 0.00
Br -1.615429 4.647714 5.522456 0.00 0.00 0.01
C 0.663049 3.489590 4.291830 -0.01 0.04 0.00
C 1.342467 2.775019 3.306308 0.03 -0.06 0.07
C 0.614816 2.204857 2.263772 0.09 -0.13 -0.08
O 1.186750 1.485149 1.277635 -0.52 0.19 -0.01
C 2.785707 2.567832 3.275291 -0.02 0.04 0.03
N 3.341851 1.878479 2.303689 0.11 -0.07 0.07
C 4.705388 1.879658 2.549549 -0.01 -0.06 0.02
C 5.751987 1.290409 1.845524 0.00 0.00 -0.03
C 7.024815 1.460718 2.347732 0.00 -0.01 -0.01
C 7.259656 2.195796 3.521743 0.00 0.01 0.01
C 6.229553 2.780109 4.231033 0.01 0.01 0.00
C 4.949044 2.603830 3.719262 -0.02 0.01 0.01
N 3.702115 3.029037 4.159237 0.03 -0.01 -0.05
H -3.191326 1.654395 1.993744 -0.02 0.01 -0.01
H -2.461083 0.122413 1.421100 0.02 -0.02 0.03
H -3.137634 1.309806 0.253397 -0.01 -0.03 0.02
H -2.499895 3.285039 3.079187 0.01 0.00 0.00
H 1.196002 3.930154 5.123822 -0.01 0.00 -0.01
H 2.248570 1.445879 1.494102 0.20 0.12 -0.09
H 5.561014 0.725158 0.944025 0.00 0.01 -0.02
H 7.865451 1.017415 1.830287 -0.01 0.01 0.01
H 8.274638 2.304763 3.879691 -0.01 0.00 0.00
H 6.413782 3.343105 5.136452 0.00 -0.01 -0.01
H 3.517733 3.596076 4.967663 0.00 0.00 0.02
C 1.265703 4.864599 -0.729696 0.00 0.00 -0.04
C 1.119883 4.393246 -2.174015 -0.06 0.01 0.05
C 1.298160 2.908459 -2.451903 0.12 0.14 0.01
N 1.592521 2.151209 -1.315995 -0.18 -0.25 -0.34
H 0.834430 5.859234 -0.608741 0.04 0.00 -0.02
H 2.312681 4.912087 -0.430136 0.00 -0.05 0.02
H 0.771994 4.197022 -0.019523 -0.10 0.00 0.00
H 1.859700 4.883968 -2.810373 -0.02 0.03 -0.01
H 0.152433 4.675127 -2.595718 0.00 -0.04 0.02
C 6.306028 -1.941022 -3.176076 -0.04 0.03 -0.03
C 5.133777 -2.095434 -2.217799 0.01 0.00 -0.01
C 5.506605 -1.626097 -0.819992 0.01 0.02 0.00
C 4.618885 -3.523322 -2.203287 0.01 -0.02 -0.01
O 4.026228 -1.293128 -2.714620 -0.04 -0.02 0.04
Si 3.795208 0.276498 -2.960623 -0.12 -0.08 -0.17
S 2.030638 0.475317 -1.600356 0.05 0.27 0.07
O 4.933858 1.225836 -2.349620 0.06 0.01 0.04
C 5.586990 2.440648 -2.814876 -0.06 0.07 0.01
C 4.521593 3.500709 -3.044784 -0.02 -0.04 -0.11
C 6.528734 2.839412 -1.691926 0.00 0.00 0.03
C 6.358705 2.144168 -4.092210 0.01 -0.05 0.05
O 3.403742 0.695573 -4.448550 0.07 -0.11 -0.11
C 2.690091 0.027189 -5.533419 0.05 0.03 0.03
C 1.448948 -0.665539 -4.992024 0.02 0.00 0.02
C 2.319589 1.131250 -6.507188 -0.01 0.00 -0.01
C 3.648299 -0.971440 -6.163722 0.01 -0.01 0.02
H 7.106366 -2.631148 -2.906301 0.00 0.02 0.01
H 6.701221 -0.923445 -3.139660 -0.01 -0.02 -0.01
H 5.993051 -2.160258 -4.197982 0.01 -0.01 0.02
H 6.372897 -2.183996 -0.459623 -0.04 -0.01 0.00
H 4.680491 -1.777309 -0.123410 -0.02 0.01 -0.01
H 5.765709 -0.566980 -0.846192 0.04 -0.02 0.01
H 5.390891 -4.197866 -1.830291 -0.01 0.01 0.00
H 4.338258 -3.837641 -3.209311 0.00 0.00 0.01
H 3.745426 -3.605003 -1.555484 0.01 0.00 -0.01
H 3.925948 3.629881 -2.138330 0.05 0.02 0.01
H 3.864915 3.201758 -3.865994 -0.01 0.04 0.06
H 4.984500 4.454292 -3.303819 0.01 -0.01 0.03
H 5.969677 3.039393 -0.776248 0.00 -0.01 -0.01
H 7.081699 3.738533 -1.967199 -0.01 -0.01 0.01
H 7.245258 2.039721 -1.496146 -0.01 0.01 0.00
H 5.686004 1.836636 -4.891886 -0.02 0.01 -0.01
H 7.090311 1.352303 -3.920025 -0.01 0.02 0.00
H 6.895060 3.038670 -4.412301 -0.01 -0.01 -0.01
H 0.798835 0.062463 -4.508187 -0.01 0.03 0.01
H 1.718210 -1.445788 -4.275181 0.00 0.01 -0.01
H 0.906843 -1.134859 -5.814662 0.01 0.01 0.02
H 1.676543 1.860939 -6.017542 0.00 0.01 0.01
H 1.792590 0.710063 -7.364818 0.01 0.01 0.01
H 3.218691 1.633843 -6.867746 -0.01 0.00 0.01
H 3.919076 -1.747312 -5.445428 -0.01 0.01 -0.01
H 4.555654 -0.466983 -6.500365 -0.01 -0.01 0.00
H 3.178625 -1.449200 -7.024811 0.01 0.01 0.01
```
Forces are in eV/Å.

- HOMO-LUMO gap: 0.2848 hartree
- HOMO: -10.98 eV
- Total charge: +1
- ΔE to the lowest compared entry with this formula, charge and spin: 2.113 eV


What is the formula in the second record?
C44H58Br2N5O9S2SiTi